(1)
DFT (the ωB97M-V functional and the def2-TZVPD basis) results for C5H8N2 in the gas phase.

energy above the lowest of the compared OMol25 structures with the same formula, charge and spin: 275.81 kJ/mol
frontier orbital gap: 10.01 eV
LUMO energy: 0.9 eV
DFT total energy: -304.73045 a.u.

The geometry in XYZ format:
```
15
Properties=species:S:1:pos:R:3:nbo_charge:R:1
C 1.7768 -1.0078 -0.0038 -0.639
C 1.0553 0.3176 -0.1040 0.007
C -0.1398 0.5742 -0.9650 -0.195
C -0.9026 -0.5679 -1.4464 0.264
N -1.6297 -1.4317 -1.7039 -0.331
N -0.2242 0.7862 0.4646 -0.417
C -1.5718 0.5107 1.1628 -0.417
H 1.1094 -1.8594 -0.1373 0.226
H 2.5694 -1.0692 -0.7666 0.225
H 2.2751 -1.0757 0.9679 0.223
H 1.7824 1.1421 -0.1637 0.199
H -0.1696 1.4304 -1.6445 0.221
H -1.9751 1.5010 1.0141 0.211
H -1.7123 0.3548 2.2500 0.220
H -2.2141 -0.2493 0.6831 0.204
```

(2)
DFT (the ωB97M-V functional and the def2-TZVPD basis) results for a 2-piece molecular cluster, C3H5IN4 overall.

spin multiplicity: 3
energy above the lowest of the compared OMol25 structures with the same formula, charge and spin: 257.68 kJ/mol
frontier orbital gap (alpha / beta): 6.53 / 6.12 eV
LUMO energy (alpha / beta): 0.6 / -3.9 eV
DFT total energy: -633.75159 a.u.

The geometry in XYZ format:
```
13
Properties=species:S:1:pos:R:3:nbo_charge:R:1
C 2.3155 0.2608 -1.8366 -0.278
C -0.7204 -0.1621 1.7888 -0.602
C -0.8778 -0.5986 0.3580 -0.223
N 2.3210 0.6319 -2.9295 -0.345
N -0.7672 1.7220 -2.2085 -0.039
N -0.5600 0.9620 -1.4310 0.260
N -0.1415 0.1841 -0.6502 -0.354
I 2.7340 -0.4232 -0.0187 0.543
H -1.0787 -0.9381 2.4200 0.219
H -1.3545 0.6268 2.0098 0.211
H 0.3971 -0.0591 2.0065 0.209
H -1.8978 -0.7137 0.1323 0.199
H -0.3696 -1.4928 0.3591 0.201
```

(3)
DFT (the ωB97M-V functional and the def2-TZVPD basis) results for C15H8ClCoIN3O2S2 as an isolated structure.

spin multiplicity: 2
net charge: -1
energy above the lowest of the compared OMol25 structures with the same formula, charge and spin: 59.97 kJ/mol
frontier orbital gap (alpha / beta): 7.14 / 7.09 eV
LUMO energy (alpha / beta): 2.4 / 2.4 eV
DFT total energy: -3828.30086 a.u.

The geometry in XYZ format:
```
33
Properties=species:S:1:pos:R:3:nbo_charge:R:1
Co 0.2460 -1.3576 -0.7929 1.121
Cl 3.9618 4.4221 -0.8555 -0.043
C 3.4176 2.7597 -0.9008 -0.114
C 4.3342 1.7463 -0.9278 -0.208
C 3.9407 0.3992 -0.9613 -0.299
I 5.3831 -1.0937 -1.0017 0.135
C 2.5979 0.0239 -0.9698 0.424
O 2.1616 -1.1787 -1.0114 -0.721
C 1.6537 1.1184 -0.9399 0.062
N 0.3553 0.7300 -0.9486 -0.452
C -0.5951 1.6281 -0.9263 0.057
C -0.3111 3.0067 -0.8922 -0.260
C 0.9899 3.4246 -0.8808 -0.166
C 2.0331 2.4720 -0.9067 -0.027
H 5.3885 1.9884 -0.9210 0.230
H -1.6090 1.2471 -0.9376 0.215
H -1.1249 3.7188 -0.8737 0.214
H 1.2359 4.4778 -0.8528 0.224
O -1.6998 -1.1997 -0.7220 -0.618
N -2.2968 -1.2932 0.4638 0.000
C -3.6482 -1.3146 0.4439 0.027
C -4.3806 -1.3650 1.5942 -0.295
C -3.6935 -1.4029 2.8158 -0.189
C -2.3269 -1.4009 2.8167 -0.233
C -1.5741 -1.3612 1.6189 0.024
S 0.1195 -1.4050 1.5632 -0.244
H -4.0639 -1.2896 -0.5515 0.228
H -5.4587 -1.3843 1.5371 0.218
H -4.2377 -1.4389 3.7505 0.212
H -1.7630 -1.4382 3.7375 0.229
S 0.0977 -3.3988 -1.9515 -0.359
C 0.3497 -4.5178 -0.7159 0.085
N 0.5171 -5.3231 0.1001 -0.474
```

(4)
DFT (the ωB97M-V functional and the def2-TZVPD basis) results for CH2BrClO in the gas phase.

energy above the lowest of the compared OMol25 structures with the same formula, charge and spin: 217.45 kJ/mol
frontier orbital gap: 9.84 eV
LUMO energy: 0.1 eV
DFT total energy: -3148.64666 a.u.

The geometry in XYZ format:
```
6
Properties=species:S:1:pos:R:3:nbo_charge:R:1
C -0.5138 -0.1894 -0.2409 -0.105
O 0.7743 0.0969 0.7852 -0.677
Cl -1.7109 -0.4621 0.9361 0.048
Br 2.2015 0.7880 -0.0012 0.297
H -0.4860 0.8518 -0.8177 0.236
H -0.2651 -1.0852 -0.6614 0.202
```

(5)
DFT (the ωB97M-V functional and the def2-TZVPD basis) results for C23H30N4O2 in the gas phase.

energy above the lowest of the compared OMol25 structures with the same formula, charge and spin: 55.15 kJ/mol
frontier orbital gap: 8.46 eV
LUMO energy: 0.6 eV
DFT total energy: -1263.98884 a.u.

The geometry in XYZ format:
```
59
Properties=species:S:1:pos:R:3:nbo_charge:R:1
C -2.2737 -2.6998 0.1031 -0.434
N -2.2287 -1.2618 0.1561 -0.286
C -3.2843 -0.4089 0.0735 0.178
C -2.7892 0.8945 0.1799 -0.210
C -1.3962 0.8117 0.3176 -0.211
C -1.0689 -0.5292 0.2974 0.030
C 0.2770 -1.1205 0.4274 0.646
O 0.4974 -2.2990 0.6730 -0.647
N 1.2813 -0.2279 0.2722 -0.590
H 1.0685 0.7195 0.0088 0.396
C 2.6716 -0.6093 0.3338 -0.234
C 3.3527 -0.5189 -1.0318 -0.407
H 3.2808 0.5018 -1.4111 0.193
H 2.8434 -1.1779 -1.7374 0.211
C 4.8202 -0.9438 -0.9308 -0.206
N 5.5511 -0.1339 0.0232 -0.463
C 6.6342 -0.8249 0.6900 -0.208
C 7.9597 -0.9349 -0.0828 -0.431
C 8.8911 0.2401 0.1991 -0.391
C 8.3735 1.5691 -0.3429 -0.394
H 8.3548 1.5304 -1.4354 0.193
H 9.0796 2.3532 -0.0572 0.207
C 6.9816 1.9577 0.1583 -0.415
H 6.8277 3.0149 -0.0730 0.215
H 6.9218 1.8513 1.2410 0.205
C 5.8475 1.1871 -0.5156 -0.213
H 6.0763 1.1230 -1.5949 0.162
H 4.9301 1.7801 -0.4180 0.191
H 9.8686 0.0401 -0.2475 0.206
H 9.0350 0.3223 1.2797 0.191
H 7.7541 -1.0024 -1.1528 0.198
H 8.4644 -1.8569 0.2139 0.210
H 6.2660 -1.8255 0.9288 0.202
H 6.8211 -0.3235 1.6444 0.188
H 4.8482 -1.9826 -0.5955 0.197
H 5.2681 -0.9030 -1.9410 0.167
H 2.6969 -1.6388 0.6966 0.231
H 3.2026 0.0310 1.0432 0.209
H -0.7509 1.6573 0.4449 0.230
C -3.6179 2.0717 0.1531 0.666
O -3.2027 3.2156 0.2382 -0.628
N -4.9750 1.8026 0.0203 -0.403
C -5.5089 0.5339 -0.1014 0.186
C -6.8925 0.3758 -0.2448 -0.251
C -7.4641 -0.8702 -0.3801 -0.187
C -6.6678 -2.0050 -0.3805 -0.239
C -5.3043 -1.8792 -0.2372 -0.188
C -4.6925 -0.6295 -0.0892 -0.053
H -4.7069 -2.7722 -0.2449 0.213
H -7.1105 -2.9828 -0.4921 0.215
H -8.5347 -0.9565 -0.4887 0.216
H -7.5386 1.2368 -0.2531 0.220
C -5.8472 2.9593 0.0046 -0.429
H -6.5528 2.9278 0.8360 0.200
H -5.2050 3.8333 0.1142 0.262
H -6.3872 3.0299 -0.9406 0.199
H -2.9175 -3.0874 0.8940 0.204
H -2.6356 -3.0377 -0.8702 0.199
H -1.2657 -3.0801 0.2613 0.277
```

(6)
DFT (the ωB97M-V functional and the def2-TZVPD basis) results for a 2-piece molecular cluster, C6H17N2Si overall.

net charge: +1
energy above the lowest of the compared OMol25 structures with the same formula, charge and spin: 560.68 kJ/mol
frontier orbital gap: 3.70 eV
LUMO energy: -5.8 eV
DFT total energy: -637.36709 a.u.

The geometry in XYZ format:
```
26
Properties=species:S:1:pos:R:3:nbo_charge:R:1
C -5.4568 0.7780 -0.5984 -0.472
C -5.0901 -0.3141 0.3999 -0.906
C 9.1486 -0.8771 0.0588 -0.607
C 8.0551 -0.8360 -1.1503 -0.193
C -4.5684 1.9836 -0.2602 -0.219
C -5.2438 1.1683 1.8371 0.032
N -4.5636 2.1071 1.1776 -0.530
N 6.6835 -0.7833 -0.5713 -0.912
Si -5.6596 -2.0571 -0.0686 1.322
H -5.3209 0.6238 -1.6669 0.247
H -6.4752 1.1546 -0.4912 0.225
H -4.0208 -0.3871 0.6912 0.277
H 8.8925 -1.5575 0.8013 0.204
H 10.0292 -1.2170 -0.4941 0.195
H 9.1750 0.0992 0.2902 0.197
H 8.1596 -1.7536 -1.6985 0.179
H 8.1757 -0.0055 -1.8106 0.185
H -3.4399 1.8614 -0.4893 0.217
H -4.9030 2.8957 -0.7020 0.233
H -6.2641 1.3112 1.6664 0.202
H -4.7892 0.9214 2.7765 0.230
H -3.5891 2.1982 1.6376 0.395
H 6.2673 0.0783 -0.2991 0.375
H 6.2432 -1.7037 -0.3292 0.377
H -5.1957 -3.3230 0.6709 -0.115
H -6.2493 -2.3658 -1.3779 -0.137
```

> Which formula does entry 2 have?

C3H5IN4

> Which formula does entry 2 have?

C3H5IN4

> What is the DFT total energy in the fourth record?

-3148.64666 a.u.